17
Properties=species:S:1:pos:R:3:nbo_charge:R:1 method="wB97M-V/def2-TZVPD" smiles="C=NN[C@H](C)C(=C)Cl" multiplicity=1 e_homo_ev=-8.7 total_charge=0 lumo_ev=0.95 gap_ev=9.603 mol_weight_g_mol=132.59 largest_force_ev_per_a=1.94 de_lowest_kcal_mol=59.67 e_tot_ev=-20831.26813
C -2.579 0.774 -0.183 -0.075
N -1.602 0.433 -0.940 -0.266
N -1.168 -0.905 -0.800 -0.483
C -0.105 -1.061 0.189 -0.110
C -0.558 -0.845 1.651 -0.626
C 1.203 -0.312 -0.117 -0.038
C 2.251 -0.890 -0.716 -0.413
Cl 1.259 1.373 0.239 0.003
H -3.042 0.139 0.589 0.155
H -2.972 1.804 -0.118 0.183
H -0.811 -1.144 -1.727 0.365
H 0.220 -2.134 0.218 0.219
H 0.239 -1.143 2.345 0.222
H -1.455 -1.406 1.952 0.222
H -0.788 0.205 1.842 0.216
H 2.141 -1.950 -0.955 0.202
H 3.189 -0.402 -0.971 0.221

=====

19
Properties=species:S:1:pos:R:3:nbo_charge:R:1 method="wB97M-V/def2-TZVPD" smiles="C[C@H]1C=CN(C(N)=O)[N@@H+]1Cl" multiplicity=1 e_homo_ev="-13.8 / -13.8" total_charge=+1 lumo_ev="-6.54 / -6.54" gap_ev="7.243 / 7.242" mol_weight_g_mol=162.60 largest_force_ev_per_a=3.66 de_lowest_kcal_mol=22.76 e_tot_ev=-24361.37213
C 2.252 0.175 -0.713 -0.613
C 1.411 -0.544 0.328 -0.122
C 1.025 0.424 1.502 -0.195
C -0.218 0.918 1.391 -0.023
N -0.758 0.283 0.234 -0.226
C -2.074 0.613 -0.313 0.775
N -2.800 -0.293 -0.993 -0.827
O -2.391 1.729 -0.046 -0.535
N 0.098 -0.671 -0.233 -0.104
Cl -0.870 -2.473 -0.005 -0.087
H 2.382 -0.493 -1.585 0.234
H 3.163 0.269 -0.165 0.258
H 1.873 1.170 -0.980 0.246
H 1.958 -1.443 0.682 0.300
H 1.759 0.678 2.274 0.263
H -0.717 1.625 2.097 0.309
H -2.576 -1.314 -0.912 0.435
H -3.693 0.109 -1.319 0.451
H 0.176 -0.760 -1.243 0.461